P.
# C3H10N3O

C3H10N3O as an isolated structure (the ωB97M-V functional and the def2-TZVPD basis, the OMol25 dataset).

The geometry in ORCA input format:
```
! wB97M-V def2-TZVPD RIJCOSX def2/J DEFGRID3
* xyz 1 1
C -0.79 0.62 -1.12
C 1.20 -0.23 0.71
C -1.60 -0.50 -0.55
N -1.15 1.84 -1.11
N 1.84 0.12 1.81
N 1.35 -1.54 0.41
O 0.56 0.61 0.04
H -1.28 -0.70 0.50
H -1.43 -1.52 -1.03
H -2.69 -0.21 -0.65
H -0.71 2.62 -1.70
H -1.99 2.15 -0.56
H 2.52 -0.47 2.23
H 1.92 1.04 2.24
H 0.70 -1.97 -0.35
H 1.65 -2.13 1.08
H -0.08 0.26 -1.95
*
```

Results
frontier orbital gap: 12.0 eV

List of Löwdin charges in e, atom by atom: C -0.327; C -0.563; C -0.029; N 0.141; N 0.209; N 0.211; O 0.019; H 0.092; H 0.107; H 0.114; H 0.184; H 0.165; H 0.115; H 0.143; H 0.166; H 0.072; H 0.180

Q.
# C3H10N3O

A 2-piece molecular cluster, C3H10N3O overall (the ωB97M-V functional and the def2-TZVPD basis, the OMol25 dataset).

The geometry in ORCA input format:
```
! wB97M-V def2-TZVPD RIJCOSX def2/J DEFGRID3
* xyz 1 1
C -0.19 1.80 1.30
C -0.84 1.32 0.23
N -0.06 0.59 -0.79
N -0.76 2.45 2.36
H 0.87 1.58 1.39
H -1.89 1.31 -0.04
H 0.94 0.72 -0.62
H -0.21 -0.44 -0.76
H -0.20 0.92 -1.74
H -1.75 2.30 2.46
H -0.29 2.32 3.24
C 1.37 -2.35 -1.16
N -0.01 -2.34 -1.17
O 2.07 -2.27 -2.13
H 1.79 -2.43 -0.14
H -0.44 -2.80 -0.38
H -0.41 -2.67 -2.06
*
```

Results
frontier orbital gap: 10.1 eV

List of Löwdin charges in e, atom by atom: C -0.180; C -0.089; N 0.159; N 0.092; H 0.132; H 0.122; H 0.155; H 0.107; H 0.168; H 0.106; H 0.111; C -0.413; N 0.077; O 0.078; H 0.139; H 0.107; H 0.129

P comes first in stability; the runner-up is 9.0 kcal/mol higher.